85
Properties=species:S:1:pos:R:3:mulliken_charge:R:1 method="wB97M-V/def2-TZVPD" orbital_gap_ev=6.8 de_lowest_kcal_mol=32.7 homo_ev=-10.62 charge=+1 total_energy_ha=-3393.6756
Pt -2.08 -1.46 1.20 1.84
C 6.84 -1.33 1.98 -1.53
C 5.36 -1.14 1.87 0.93
C 4.73 -0.06 2.48 -0.98
C 3.36 0.11 2.38 -0.15
C 2.62 -0.80 1.65 0.23
C 3.22 -1.88 1.03 -0.34
C 4.59 -2.04 1.15 -0.95
S 0.85 -0.45 1.60 0.86
O 0.17 -1.79 1.73 -0.94
C 0.71 -0.10 -0.16 0.53
C 0.54 -1.12 -1.11 -0.52
C 0.43 -0.79 -2.43 -1.15
C 0.47 0.56 -2.86 0.90
C 0.36 0.91 -4.22 -1.10
C 0.37 2.22 -4.60 -0.78
C 0.48 3.24 -3.64 -0.96
C 0.60 2.93 -2.31 -0.55
C 0.61 1.58 -1.89 0.84
C 0.73 1.22 -0.52 -0.22
C 0.85 2.20 0.58 -0.61
C 2.03 2.95 0.78 1.31
C 3.17 2.79 -0.03 -0.58
C 4.35 3.42 0.29 -0.93
C 4.42 4.26 1.41 -0.69
C 3.32 4.47 2.20 -1.05
C 2.11 3.81 1.91 0.78
C 0.99 3.93 2.77 -1.13
C -0.13 3.17 2.58 -1.35
C -0.19 2.30 1.49 0.42
S -1.57 1.10 1.43 0.62
O -2.51 1.53 2.46 -0.74
C -2.22 1.56 -0.20 1.35
C -2.50 0.51 -1.06 -0.07
C -2.98 0.76 -2.32 -1.33
C -3.17 2.07 -2.76 0.83
C -3.67 2.35 -4.14 -1.75
C -2.88 3.12 -1.88 -0.89
C -2.41 2.87 -0.60 -0.54
H 7.21 -0.88 2.90 0.39
H 7.35 -0.86 1.14 0.29
H 7.09 -2.39 1.98 0.40
H 5.31 0.64 3.06 0.41
H 2.87 0.95 2.86 0.51
H 2.62 -2.59 0.47 0.46
H 5.06 -2.89 0.68 0.42
H 0.50 -2.16 -0.79 0.59
H 0.33 -1.57 -3.18 0.46
H 0.27 0.12 -4.95 0.49
H 0.29 2.48 -5.65 0.46
H 0.48 4.27 -3.95 0.48
H 0.71 3.70 -1.58 0.59
H 3.12 2.15 -0.90 0.55
H 5.22 3.28 -0.33 0.47
H 5.36 4.73 1.66 0.44
H 3.38 5.10 3.07 0.47
H 1.05 4.61 3.61 0.45
H -0.97 3.21 3.25 0.71
H -2.34 -0.53 -0.71 -0.40
H -3.22 -0.06 -2.98 0.39
H -3.73 1.43 -4.71 0.37
H -3.01 3.05 -4.65 0.38
H -4.66 2.80 -4.09 0.40
H -3.05 4.13 -2.20 0.46
H -2.21 3.68 0.07 0.59
F -4.73 -2.29 2.04 -0.24
C -4.08 -1.14 1.69 0.03
F -4.75 -0.69 0.58 -0.23
H -4.23 -0.41 2.50 0.53
N -0.71 -4.10 3.08 -0.31
C -1.59 -4.54 2.20 0.33
N -2.17 -3.80 1.29 -0.06
C -3.08 -4.51 0.54 -0.17
C -3.86 -4.00 -0.49 0.03
C -4.70 -4.87 -1.16 -0.91
C -4.77 -6.22 -0.83 -0.52
C -4.00 -6.74 0.20 -0.53
C -3.16 -5.87 0.88 0.53
S -2.09 -6.22 2.21 -0.30
H -0.34 -3.16 2.94 0.26
H -0.20 -4.75 3.66 0.26
H -3.79 -2.95 -0.73 0.28
H -5.32 -4.49 -1.96 0.42
H -5.43 -6.87 -1.37 0.39
H -4.04 -7.78 0.47 0.41

=====

116
Properties=species:S:1:pos:R:3:mulliken_charge:R:1 method="wB97M-V/def2-TZVPD" orbital_gap_ev=6.5 homo_ev=-4.43 charge=-1 total_energy_ha=-9646.7806
Be 0.63 -0.76 0.68 0.66
Br -1.49 -3.18 0.65 -0.73
Br 2.83 0.77 -0.73 -0.73
Br -1.47 1.21 -0.56 -0.50
C 3.48 -4.38 -0.92 -1.61
C 2.68 -3.08 -0.87 0.90
C 1.66 -2.87 -1.98 -1.17
O 0.61 -1.92 -1.68 0.18
C -0.36 -1.94 -2.75 -0.50
N 1.91 -3.04 0.40 0.31
H 4.01 -4.55 0.02 0.33
H 4.20 -4.39 -1.73 0.42
H 2.75 -5.19 -1.02 0.44
H 3.28 -2.17 -0.88 -0.03
H 1.19 -3.85 -2.04 0.37
H 2.23 -2.71 -2.89 0.31
H -0.72 -2.92 -3.06 0.37
H 0.06 -1.34 -3.56 0.21
H -1.23 -1.36 -2.47 -0.20
H 1.31 -3.85 0.32 0.21
H 2.54 -3.36 1.12 -0.31
C -2.53 -0.23 4.04 -1.78
C -1.47 -0.04 3.02 1.15
C -0.63 1.24 3.27 -1.13
O 0.50 1.40 2.42 0.31
C 0.92 2.76 2.51 -0.99
N -0.51 -1.12 2.99 -0.02
H -3.19 0.64 3.97 0.42
H -2.20 -0.51 5.04 0.37
H -3.04 -1.14 3.73 0.43
H -1.89 -0.03 2.02 -0.24
H -0.30 1.22 4.31 0.27
H -1.36 2.03 3.13 0.37
H 1.22 3.06 3.51 0.36
H 0.15 3.47 2.21 0.37
H 1.73 2.98 1.81 0.16
H -1.02 -1.92 2.64 -0.01
H -0.27 -1.37 3.94 0.10
C -4.15 1.06 -4.84 -1.58
C -2.87 1.21 -3.97 2.22
C -1.60 1.26 -4.84 -1.31
O -0.50 1.49 -3.83 0.14
C 0.83 1.28 -4.33 -1.02
N -3.06 2.47 -3.27 -0.24
H -5.05 1.02 -4.23 0.23
H -4.13 0.21 -5.52 0.39
H -4.28 1.96 -5.43 0.45
H -2.84 0.43 -3.21 -1.09
H -1.64 2.14 -5.48 0.29
H -1.59 0.40 -5.50 0.41
H 0.87 0.59 -5.17 0.47
H 1.62 0.82 -3.74 0.13
H 1.20 2.26 -4.65 0.27
H -3.68 2.24 -2.50 0.10
H -3.71 3.08 -3.74 0.30
C 1.95 4.97 -0.27 -1.67
C 0.60 4.37 -0.62 2.15
C -0.62 5.30 -0.90 -1.11
O -1.82 4.55 -1.24 -0.05
C -3.05 5.24 -0.98 -0.78
N 0.85 3.56 -1.80 -0.16
H 1.92 5.62 0.60 0.37
H 2.40 5.57 -1.06 0.47
H 2.73 4.21 -0.18 0.36
H 0.22 3.66 0.11 -1.04
H -0.48 5.95 -1.76 0.26
H -0.68 5.80 0.07 0.35
H -3.32 5.23 0.07 0.31
H -3.95 4.91 -1.50 0.07
H -3.01 6.25 -1.40 0.37
H 1.51 2.86 -1.48 -0.24
H 1.48 4.08 -2.40 0.25
C -5.27 -0.85 0.83 -1.39
C -5.85 -0.86 -0.62 0.61
C -5.09 -0.02 -1.69 -0.23
O -5.13 1.41 -1.59 -0.17
C -6.41 1.95 -1.82 -0.95
N -6.02 -2.22 -1.15 -0.77
H -5.95 -1.43 1.46 0.49
H -5.12 0.11 1.32 0.27
H -4.28 -1.30 0.89 0.18
H -6.90 -0.61 -0.49 0.41
H -5.41 -0.29 -2.69 0.32
H -4.06 -0.33 -1.56 -0.34
H -6.28 3.04 -1.83 0.23
H -7.22 1.72 -1.13 0.30
H -6.68 1.72 -2.85 0.36
H -6.42 -2.75 -0.39 0.27
H -6.64 -2.14 -1.94 0.24
C 8.29 -1.64 0.69 -1.29
C 6.85 -1.08 0.55 0.06
O 6.01 -2.19 0.35 -0.45
H 9.14 -0.98 0.52 0.40
H 8.48 -2.27 -0.19 0.32
H 8.44 -2.07 1.68 0.29
H 6.70 -0.34 -0.23 0.30
H 6.66 -0.60 1.51 0.10
H 5.10 -1.89 0.29 0.19
C 2.22 -5.61 3.91 -1.22
C 2.16 -4.08 3.73 0.09
O 3.22 -3.62 2.90 -0.63
H 3.20 -5.98 4.20 0.31
H 1.93 -5.98 2.92 0.31
H 1.43 -5.99 4.56 0.38
H 2.27 -3.54 4.67 0.34
H 1.26 -3.75 3.21 0.05
H 4.03 -3.92 3.32 0.19
C 4.48 -0.59 4.23 -1.04
C 3.04 -0.18 3.84 -0.05
O 2.58 -0.96 2.72 0.41
H 5.25 -0.63 3.47 0.05
H 4.37 -1.61 4.60 0.23
H 4.90 0.08 4.98 0.40
H 2.98 0.87 3.56 0.14
H 2.41 -0.33 4.72 0.28
H 2.96 -1.83 2.90 -0.12